Version i
The following is a DFT calculation (ωB97M-V/def2-TZVPD) of a single C6H13N molecule.

Summary:
Kohn-Sham gap (eV): 9.621
SMILES string: CCC(=CN)CC

XYZ file:
```
20
Properties=species:S:1:pos:R:3:mulliken_charge:R:1
H 0.301 -3.000 0.652 0.2349
H 0.449 -0.812 -1.962 0.3658
C -1.599 1.449 1.554 -1.2759
H 0.140 0.862 -2.075 0.3971
C -0.307 -1.056 0.566 -0.3703
H -1.398 0.750 2.368 0.2925
C 2.086 0.452 -1.201 -1.1725
H 2.362 0.176 -0.177 0.3312
H -1.757 2.478 1.850 0.3764
H -2.501 1.031 1.113 0.3210
C -0.171 0.065 -0.125 0.4776
H -0.626 -1.045 1.610 0.2219
H -0.915 1.997 -0.370 0.3366
N -0.134 -2.367 -0.005 -0.5514
H 2.174 1.543 -1.199 0.2916
C -0.519 1.410 0.458 -0.4007
H 0.358 1.969 0.783 0.3534
H -1.037 -2.702 -0.318 0.2198
H 2.803 -0.014 -1.871 0.3368
C 0.604 0.125 -1.415 -0.7858
```

---

Version ii
The following is a DFT calculation (ωB97M-V/def2-TZVPD) of a single C6H13N molecule.

Summary:
Kohn-Sham gap (eV): 8.314
SMILES string: CC/C=C/NCC

XYZ file:
```
20
Properties=species:S:1:pos:R:3:mulliken_charge:R:1
H -1.568 -0.038 0.550 0.2773
H 1.738 -0.093 1.677 0.2308
C 1.509 -1.019 2.203 -1.0011
H 0.310 -2.723 1.917 0.2174
H -1.441 2.776 -0.722 0.3968
C -0.544 -0.177 0.152 -0.3501
H 2.377 -1.443 2.733 0.3414
H -0.833 -2.115 0.236 0.2693
H 0.779 -0.787 2.983 0.2960
C -0.056 0.999 -0.345 -0.4377
N -0.074 -1.456 0.290 -0.2751
C -0.699 1.590 -2.599 -1.0829
C 0.886 -2.057 1.259 -0.2805
H -2.000 1.191 -1.051 0.2193
H -1.517 1.888 -3.287 0.3144
H 0.201 2.047 -3.067 0.3282
H 1.661 -2.575 0.708 0.3166
H -0.321 0.571 -2.709 0.2908
C -1.096 1.818 -1.132 -0.3433
H 0.688 1.602 0.205 0.2723
```

---

Energies in kJ/mol, measured from the most stable structure: version i 0.0; version ii 252.0.

---

Version i
The following is a DFT calculation (ωB97M-V/def2-TZVPD) of a molecular structure, C6H13N.

Summary:
Kohn-Sham gap (eV): 8.368

XYZ file:
```
20
Properties=species:S:1:pos:R:3:mulliken_charge:R:1
H -0.737 1.714 -0.763 0.1421
H -1.541 1.626 -2.614 0.2951
H -0.753 -2.692 3.281 0.3178
C 0.716 0.569 0.390 -0.7132
H 0.752 -2.979 2.299 0.2572
H 1.554 -1.375 0.814 0.2058
H -1.077 -0.577 1.733 0.3167
C 0.135 2.078 -1.591 -0.3973
C 0.173 0.766 -0.889 -0.1103
H 0.283 -0.658 2.821 0.2450
H -0.909 -3.268 1.649 0.2997
H -0.701 2.803 -3.563 0.3389
C -0.147 -1.144 1.916 -0.2823
C -0.299 -2.606 2.278 -1.0510
N 0.673 -0.873 0.737 -0.2433
H -0.035 1.175 -3.601 0.2352
C -0.537 1.927 -2.938 -1.0062
H -0.172 -0.101 -1.424 0.4487
H 0.887 2.689 -1.108 0.4347
H 1.735 0.926 0.570 0.2668
```

---

Version ii
The following is a DFT calculation (ωB97M-V/def2-TZVPD) of a single C6H13N molecule.

Summary:
Kohn-Sham gap (eV): 8.441
SMILES string: CCCC/C=C/N

XYZ file:
```
20
Properties=species:S:1:pos:R:3:mulliken_charge:R:1
H -0.843 -2.122 2.449 0.1902
H 1.214 2.584 0.246 0.3437
C -0.365 -1.159 -0.638 -0.8352
C 0.448 -0.232 -1.486 -0.5923
H 1.784 1.442 -1.382 0.3945
H 0.842 -1.439 1.159 0.3459
H -0.790 2.226 -0.994 0.2610
H -1.072 -1.863 -1.075 0.3872
H -0.205 0.394 -2.097 0.2957
C 0.692 1.643 0.395 -0.1887
H 1.041 -0.827 -2.188 0.4060
H 0.760 1.145 1.359 0.2881
N -1.120 -1.777 1.549 -0.4390
C -0.128 -1.435 0.661 0.1363
H -1.382 1.013 0.148 0.2482
C 1.356 0.713 -0.688 -0.9952
H -1.309 2.597 0.701 0.3748
C -0.778 1.909 0.048 -1.1453
H -2.090 -1.764 1.309 0.1937
H 2.187 0.128 -0.319 0.3304
```

---

Version iii
The following is a DFT calculation (ωB97M-V/def2-TZVPD) of a single C6H13N molecule.

Summary:
Kohn-Sham gap (eV): 8.698
SMILES string: C=C(CCC)NC

XYZ file:
```
20
Properties=species:S:1:pos:R:3:mulliken_charge:R:1
C -1.005 2.181 0.184 -0.8407
H 0.381 2.117 -1.371 0.2117
H -1.762 -0.398 -0.066 0.4062
H 1.804 -1.565 0.843 0.3293
H 1.784 0.426 -2.168 0.2714
N -0.241 1.516 -0.855 -0.2491
C 1.148 -0.259 -1.619 -1.2962
H 0.079 0.015 1.787 0.2900
H 1.319 -2.016 2.472 0.3733
H -1.346 1.470 0.931 0.2942
H 0.672 -2.898 1.088 0.3118
C -0.218 -0.951 1.371 -0.0446
H -0.391 2.926 0.693 0.2951
C -0.730 -0.760 -0.068 -1.3635
H -1.031 -1.325 1.998 0.3117
H -1.884 2.676 -0.234 0.2572
H -0.741 -1.736 -0.554 0.4541
C 0.116 0.178 -0.885 1.0223
H 1.348 -1.317 -1.709 0.2998
C 0.963 -1.908 1.447 -1.3340
```

---

Version iv
The following is a DFT calculation (ωB97M-V/def2-TZVPD) of a single C6H13N molecule.

Summary:
Kohn-Sham gap (eV): 9.525
SMILES string: CC/C=C/NCC

XYZ file:
```
20
Properties=species:S:1:pos:R:3:mulliken_charge:R:1
H -4.188 0.085 -1.712 0.3373
H 3.092 -0.157 2.515 0.3024
C 0.170 0.033 -0.398 -0.3896
H -3.236 -1.397 -1.425 0.3044
H 0.650 0.503 -1.255 0.3070
H -2.324 1.148 -0.092 0.2526
H 2.709 0.813 -0.376 0.3180
C 2.324 0.650 0.642 -0.2693
H 2.220 1.698 0.948 0.2614
H 0.827 -0.717 1.490 0.3444
C -2.191 0.366 -0.841 -0.1791
N -1.103 -0.517 -0.444 -0.2521
H 4.367 0.493 1.526 0.3615
C 3.406 -0.015 1.473 -1.2685
C 1.005 -0.051 0.653 -0.3196
C -3.491 -0.403 -1.041 -1.1832
H -1.961 0.863 -1.798 0.2646
H 3.567 -1.038 1.120 0.3150
H -4.038 -0.686 -0.135 0.3007
H -1.316 -1.455 -0.705 0.1922
```

---

Energies in kJ/mol, measured from the most stable structure: version i 393.3; version ii 83.0; version iii 0.0; version iv 59.5.

---

Version i
The following is a DFT calculation (ωB97M-V/def2-TZVPD) of a single C5H9N molecule.

Summary:
Kohn-Sham gap (eV): 9.820
SMILES string: C[C@H]1C=CCN1

XYZ file:
```
15
Properties=species:S:1:pos:R:3:mulliken_charge:R:1
C 0.947 -0.922 0.895 -0.2205
H 1.728 -1.614 1.358 0.3076
H 1.653 1.063 1.542 0.2804
N -0.029 1.076 0.286 -0.4678
C -0.747 -0.053 -0.432 0.5057
H -0.568 1.958 0.542 0.2315
H -1.155 -0.566 -2.527 0.3037
C 0.136 -1.234 -0.099 -0.5933
H 0.276 0.467 2.464 0.2539
C 0.704 0.492 1.471 -0.5418
H 0.153 -2.129 -0.775 0.3154
H -1.694 -0.292 0.086 0.2206
H -1.538 1.119 -2.116 0.3286
C -0.840 0.340 -1.889 -1.2646
H 0.149 0.728 -2.254 0.3408
```

---

Version ii
The following is a DFT calculation (ωB97M-V/def2-TZVPD) of a single C5H9N molecule.

Summary:
Kohn-Sham gap (eV): 5.078

XYZ file:
```
15
Properties=species:S:1:pos:R:3:mulliken_charge:R:1
H 0.578 -0.423 1.947 0.3070
H -1.622 -1.116 -0.064 0.2193
H 2.772 1.051 -0.701 0.2562
C 1.172 0.052 0.005 0.4693
N 2.310 0.184 -0.939 -0.5248
H 2.960 -0.580 -1.030 0.2362
H -3.301 -0.634 -0.814 0.2635
C -0.071 -0.030 -0.591 -0.3921
C 1.425 -0.119 1.348 -0.9450
C -2.609 0.151 -0.511 -1.0840
H -1.103 0.330 1.168 0.4083
C -1.352 -0.076 0.195 -0.0864
H -3.278 0.949 -0.184 0.2289
H 2.317 0.228 1.834 0.2652
H -0.199 0.032 -1.662 0.3782
```

---

Version iii
The following is a DFT calculation (ωB97M-V/def2-TZVPD) of a single C5H9N molecule.

Summary:
Kohn-Sham gap (eV): 8.844
SMILES string: C=C/C=C/NC

XYZ file:
```
15
Properties=species:S:1:pos:R:3:mulliken_charge:R:1
H 0.931 1.080 -2.709 0.1972
H -0.487 0.190 1.910 0.2277
H 0.678 1.879 0.548 0.2173
C 1.802 0.941 -0.883 -0.1057
H 2.762 0.551 -2.876 0.3668
H 2.641 0.902 -0.221 0.3169
H -1.999 -2.195 1.361 0.3274
H -3.036 -1.030 0.791 0.3000
N -0.908 -0.374 1.150 -0.1761
C 0.501 0.991 -0.224 -0.6072
C -2.194 -1.132 1.513 -0.9605
C 1.974 0.796 -2.265 -0.6986
C -0.182 -0.215 0.015 -0.0945
H 0.159 -1.136 -0.553 0.3028
H -2.641 -1.247 2.444 0.3866
```

---

Version iv
The following is a DFT calculation (ωB97M-V/def2-TZVPD) of a single C5H9N molecule.

Summary:
Kohn-Sham gap (eV): 9.463
SMILES string: C=CCNC=C

XYZ file:
```
15
Properties=species:S:1:pos:R:3:mulliken_charge:R:1
H -0.854 0.748 2.860 0.3035
H 0.620 -1.384 -2.932 0.2276
N 0.314 0.176 -0.841 -0.3262
H 2.102 -2.334 -2.258 0.2648
H 1.460 -1.437 -0.050 0.2195
H 0.876 1.796 0.369 0.2325
C 1.097 -0.962 -0.974 -0.0506
H -2.585 0.349 2.236 0.2625
C -1.215 1.076 0.833 -0.2796
C 1.319 -1.605 -2.123 -0.6581
H 0.733 0.304 1.254 0.2746
C -1.614 0.820 2.097 -0.7317
H -0.678 0.018 -1.003 0.2464
H -1.840 1.559 0.075 0.3791
C 0.263 0.876 0.457 -0.3643
```

---

Energies in kJ/mol, measured from the most stable structure: version i 0.0; version ii 499.9; version iii 253.6; version iv 142.5.

---

Version i
The following is a DFT calculation (ωB97M-V/def2-TZVPD) of a single C5H9N molecule.

Summary:
Kohn-Sham gap (eV): 10.506
SMILES string: C=C/C=C/CN

XYZ file:
```
15
Properties=species:S:1:pos:R:3:mulliken_charge:R:1
H -0.476 0.756 -1.100 0.3645
H -1.505 0.380 2.801 0.2845
H 2.326 1.485 -0.452 0.2166
H -3.256 0.219 2.215 0.2547
C -1.845 -0.397 0.836 -0.2556
H 2.014 -0.972 -0.560 0.2947
C 1.468 -0.249 -1.166 -0.4276
H 3.016 0.936 -1.834 0.2054
H 0.060 -1.519 0.784 0.3429
H -2.693 -0.620 0.193 0.2903
H 1.298 -0.585 -2.189 0.2496
C -2.197 0.151 2.000 -0.6576
C 0.110 0.023 -0.584 -0.2552
N 2.135 1.058 -1.351 -0.5873
C -0.456 -0.665 0.408 -0.3201
```

---

Version ii
The following is a DFT calculation (ωB97M-V/def2-TZVPD) of a single C5H9N molecule.

Summary:
Kohn-Sham gap (eV): 9.960
SMILES string: C=C/C=C\CN

XYZ file:
```
15
Properties=species:S:1:pos:R:3:mulliken_charge:R:1
C -0.389 1.237 0.325 -0.1061
H 0.511 -2.821 1.172 0.2446
H 2.334 -2.559 1.179 0.2858
H -0.227 3.255 -0.070 0.1949
C 1.369 -2.267 0.795 -0.7762
N -0.940 2.550 0.002 -0.5751
C 1.111 -1.238 -0.004 -0.1189
H -1.739 2.902 0.500 0.1983
H 0.690 1.361 0.212 0.1742
H -0.558 -1.767 -1.342 0.3506
H 1.876 -0.468 -0.056 0.3392
C -0.197 -1.029 -0.636 -0.2723
H -1.804 0.249 -1.069 0.2874
C -0.806 0.160 -0.655 -0.4694
H -0.598 0.912 1.344 0.2430
```

---

Energies in kJ/mol, measured from the most stable structure: version i 0.0; version ii 31.7.